Record 1
Formula: C21H25F3N4O5S2Si2Sr
Source: the OMol25 dataset
Level of theory: wB97M-V/def2-TZVPD

Computed properties:
Lowest unoccupied orbital energy = 4.24 eV
Orbital gap = 4.74 eV
E_HOMO = -0.0182 hartree
Relative energy (zero: lowest compared OMol25 entry of this formula, charge and spin) = 0.000 eV
Total charge = -2

Last column: natural (NBO) charge in e.
Positions of all 63 atoms, in Å:
Sr1 0.237 0.285 -0.005  1.682
N1 4.834 2.497 -4.137  -0.810
C1 4.268 1.891 -2.998  0.165
C2 2.908 1.947 -2.758  -0.259
C3 2.305 1.359 -1.650  -0.265
C4 3.080 0.671 -0.695  -0.188
C5 4.448 0.609 -0.981  -0.208
C6 5.038 1.186 -2.089  -0.268
S1 2.869 -0.413 0.963  2.291
O1 1.939 0.175 1.908  -0.984
O2 4.218 -0.567 1.422  -0.930
N2 2.166 -1.615 0.247  -1.019
C7 2.411 -2.931 0.432  0.560
N3 1.800 -3.751 -0.454  -0.472
C8 1.967 -5.046 -0.279  0.088
C9 2.748 -5.588 0.735  -0.394
C10 3.349 -4.662 1.571  0.087
N4 3.193 -3.356 1.446  -0.495
H1 4.256 3.240 -4.504  0.367
H2 5.768 2.839 -3.970  0.365
H3 2.271 2.493 -3.446  0.204
H4 1.251 1.623 -1.678  0.206
H5 5.092 0.099 -0.285  0.250
H6 6.110 1.097 -2.231  0.197
H7 1.452 -5.691 -0.987  0.178
H8 2.869 -6.653 0.865  0.204
H9 3.983 -4.986 2.393  0.175
C11 -3.482 3.016 -0.865  -1.108
Si1 -2.646 1.367 -0.305  0.569
C12 -2.222 1.870 1.522  -1.114
C13 -4.147 0.212 0.021  -0.420
C14 -5.472 0.621 -0.172  -0.175
C15 -6.547 -0.208 0.126  -0.269
C16 -6.312 -1.477 0.633  -0.257
C17 -5.001 -1.902 0.818  -0.222
C18 -3.906 -1.090 0.511  -0.398
Si2 -2.097 -1.755 0.663  0.595
C19 -2.129 -3.035 -0.792  -1.087
C20 -2.238 -2.974 2.161  -1.096
H10 -4.167 3.410 -0.103  0.193
H11 -4.041 2.900 -1.799  0.202
H12 -2.707 3.768 -1.039  0.218
H13 -3.151 2.152 2.030  0.211
H14 -1.540 2.724 1.561  0.234
H15 -1.784 1.058 2.114  0.213
H16 -5.674 1.618 -0.552  0.182
H17 -7.565 0.141 -0.028  0.179
H18 -7.142 -2.134 0.877  0.180
H19 -4.829 -2.904 1.203  0.188
H20 -3.040 -3.647 -0.757  0.190
H21 -1.260 -3.700 -0.735  0.211
H22 -2.099 -2.536 -1.765  0.209
H23 -2.880 -3.838 1.946  0.186
H24 -2.640 -2.465 3.042  0.211
H25 -1.248 -3.356 2.426  0.212
F1 2.745 5.205 -0.373  -0.338
C21 1.970 5.211 0.722  0.677
F2 0.789 5.721 0.359  -0.330
F3 2.524 6.078 1.583  -0.337
S2 1.808 3.519 1.461  2.366
O3 3.151 2.998 1.388  -0.979
O4 1.270 3.786 2.767  -0.965
O5 0.877 2.894 0.517  -1.062

Record 2
Formula: C21H25GeN4O2SScSe
Source: the OMol25 dataset
Level of theory: wB97M-V/def2-TZVPD

Computed properties:
Lowest unoccupied orbital energy = -6.77 eV
Orbital gap = 7.79 eV
E_HOMO = -0.5352 hartree
Relative energy (zero: lowest compared OMol25 entry of this formula, charge and spin) = 0.000 eV
Total charge = +2

Last column: natural (NBO) charge in e.
Positions of all 56 atoms, in Å:
Sc1 -0.803 -0.084 -0.142  1.906
O1 0.849 -3.609 -0.887  -0.489
C1 0.509 -2.550 -0.345  0.710
O2 -0.401 -1.750 -0.932  -0.840
C2 0.968 -2.082 0.933  0.085
C3 2.010 -2.661 1.660  -0.158
C4 2.429 -2.053 2.846  -0.098
C5 1.684 -1.013 3.362  -0.220
C6 0.666 -0.441 2.644  0.080
N1 0.370 -0.928 1.407  -0.598
H1 2.426 -3.612 1.338  0.276
H2 3.352 -2.368 3.322  0.259
H3 1.963 -0.606 4.339  0.260
H4 0.026 0.315 3.071  0.235
N2 -4.720 0.241 0.397  -0.479
C7 -4.818 -1.180 0.649  0.100
C8 -5.934 -2.020 0.783  -0.201
C9 -5.629 -3.374 1.067  -0.168
C10 -4.347 -3.833 1.224  -0.180
C11 -3.232 -2.998 1.069  -0.215
C12 -3.477 -1.646 0.797  0.161
N3 -2.636 -0.531 0.686  -0.659
C13 -3.413 0.558 0.457  0.399
C14 -2.815 1.824 0.111  -0.003
C15 -3.306 2.877 -0.617  -0.346
S1 -2.140 4.143 -0.842  0.563
C16 -1.030 3.238 0.218  -0.027
N4 -1.430 2.009 0.487  -0.583
H5 -5.505 0.851 0.130  0.455
H6 -6.952 -1.708 0.702  0.248
H7 -6.442 -4.119 1.131  0.251
H8 -4.175 -4.849 1.547  0.246
H9 -2.226 -3.420 1.164  0.237
H10 -4.321 3.004 -1.007  0.280
H11 -0.150 3.714 0.617  0.263
C17 2.749 2.335 0.704  -1.082
Ge1 3.621 2.025 -1.050  1.607
C18 5.292 1.094 -0.763  -1.085
C19 3.856 3.749 -1.923  -1.086
C20 2.555 0.663 -2.102  -1.004
Se1 0.708 1.074 -2.603  0.288
C21 0.558 -0.460 -3.817  -0.737
H12 3.319 3.040 1.349  0.264
H13 2.543 1.388 1.205  0.213
H14 1.774 2.813 0.535  0.190
H15 5.985 1.702 -0.185  0.253
H16 5.760 0.813 -1.726  0.251
H17 5.093 0.212 -0.187  0.228
H18 4.550 4.377 -1.319  0.258
H19 2.914 4.269 -2.053  0.232
H20 4.260 3.579 -2.932  0.250
H21 2.491 -0.264 -1.534  0.221
H22 3.084 0.399 -3.030  0.258
H23 1.346 -0.356 -4.562  0.247
H24 -0.465 -0.423 -4.189  0.239
H25 0.657 -1.370 -3.204  0.244

Record 3
Formula: C21H25N2O6S
Source: the OMol25 dataset
Level of theory: wB97M-V/def2-TZVPD

Computed properties:
Lowest unoccupied orbital energy = 2.26 eV
Orbital gap = 5.28 eV
E_HOMO = -0.1110 hartree
Relative energy (zero: lowest compared OMol25 entry of this formula, charge and spin) = 1.871 eV
Total charge = -1

Last column: natural (NBO) charge in e.
Positions of all 55 atoms, in Å:
C1 4.373 2.647 -0.633  -0.618
C2 3.009 2.519 -1.253  0.083
C3 2.246 3.817 -1.199  -0.635
O1 2.330 1.458 -0.481  -0.522
C4 1.261 1.003 -1.144  0.844
N1 0.412 0.329 -0.243  -0.305
N2 -0.715 -0.023 -0.773  -0.642
C5 -0.708 -1.047 -1.743  0.849
O2 -1.735 -1.202 -2.398  -0.759
O3 0.404 -1.793 -1.893  -0.554
C6 0.263 -3.117 -2.561  0.110
C7 1.660 -3.722 -2.492  -0.616
C8 -0.379 -3.081 -3.922  -0.656
O4 1.067 1.163 -2.342  -0.643
H1 4.958 3.384 -1.187  0.199
H2 4.263 2.983 0.406  0.206
H3 4.881 1.677 -0.644  0.216
H4 3.070 2.158 -2.289  0.206
H5 2.776 4.537 -1.831  0.201
H6 1.217 3.679 -1.568  0.242
H7 2.236 4.175 -0.159  0.203
H8 -0.403 -3.714 -1.924  0.165
H9 1.648 -4.793 -2.726  0.196
H10 2.336 -3.234 -3.208  0.204
H11 2.091 -3.590 -1.493  0.219
H12 -0.716 -4.098 -4.177  0.190
H13 -1.257 -2.423 -3.919  0.286
H14 0.327 -2.759 -4.700  0.190
C9 -4.987 -2.255 -0.025  -0.229
C10 -4.264 -1.443 -0.899  -0.146
C11 -3.515 -0.371 -0.401  -0.163
C12 -3.417 -0.175 0.972  -0.335
S1 -2.230 1.032 1.619  2.142
C13 -0.594 0.271 1.466  -0.222
C14 0.374 0.827 2.433  0.000
C15 1.522 0.066 2.714  -0.191
C16 2.360 0.403 3.772  -0.227
C17 2.099 1.535 4.558  -0.225
C18 1.035 2.375 4.196  -0.221
C19 0.218 2.063 3.104  -0.212
O5 -2.251 2.198 0.771  -0.926
O6 -2.658 1.150 2.995  -0.949
C20 -4.225 -0.917 1.848  -0.191
C21 -5.009 -1.957 1.339  -0.252
H15 -5.532 -3.115 -0.407  0.201
H16 -4.234 -1.625 -1.969  0.224
H17 -2.960 0.285 -1.072  0.296
H18 -0.722 -0.809 1.378  0.259
H19 1.703 -0.830 2.114  0.224
H20 3.222 -0.228 4.007  0.205
H21 2.706 1.771 5.429  0.203
H22 0.845 3.278 4.788  0.207
H23 -0.562 2.773 2.814  0.234
H24 -4.216 -0.696 2.920  0.233
H25 -5.622 -2.539 2.032  0.202

Record 4
Formula: C21H25N3O2S
Source: the OMol25 dataset
Level of theory: wB97M-V/def2-TZVPD

Computed properties:
Lowest unoccupied orbital energy = 0.55 eV
Orbital gap = 8.48 eV
E_HOMO = -0.2915 hartree
Relative energy (zero: lowest compared OMol25 entry of this formula, charge and spin) = 0.319 eV

Last column: natural (NBO) charge in e.
Positions of all 52 atoms, in Å:
O1 2.165 -2.740 -1.252  -0.608
C1 1.088 -3.043 -0.771  0.666
C2 0.761 -4.412 -0.194  -0.301
N1 0.875 -4.496 1.252  -0.423
C3 -0.130 -3.795 2.037  -0.231
C4 0.468 -2.439 2.481  -0.431
C5 1.967 -2.562 2.171  -0.434
C6 2.147 -4.043 1.792  -0.233
N2 0.089 -2.129 -0.661  -0.638
C7 0.252 -0.823 -1.043  0.046
S1 1.687 -0.293 -1.826  0.508
C8 1.003 1.306 -1.983  -0.209
C9 -0.227 1.419 -1.418  -0.036
C10 -0.662 0.190 -0.823  -0.229
C11 -1.895 -0.121 -0.101  0.672
O2 -2.409 -1.238 -0.140  -0.652
N3 -2.504 0.859 0.633  -0.634
C12 -1.938 1.949 1.299  0.240
C13 -0.592 1.981 1.656  -0.276
C14 -0.081 3.079 2.323  -0.181
C15 -0.901 4.143 2.659  -0.237
C16 -2.247 4.099 2.335  -0.192
C17 -2.765 3.010 1.663  -0.269
C18 -1.030 2.678 -1.545  -0.432
C19 -0.503 3.521 -2.705  -0.387
C20 1.003 3.716 -2.555  -0.387
C21 1.721 2.378 -2.730  -0.434
H1 -0.254 -4.703 -0.475  0.212
H2 1.466 -5.132 -0.619  0.224
H3 -1.065 -3.689 1.487  0.201
H4 -0.328 -4.413 2.919  0.196
H5 0.292 -2.276 3.543  0.211
H6 0.014 -1.610 1.939  0.205
H7 2.588 -2.291 3.023  0.215
H8 2.250 -1.925 1.334  0.212
H9 2.952 -4.199 1.077  0.217
H10 2.350 -4.636 2.690  0.191
H11 -0.851 -2.352 -0.334  0.456
H12 -3.444 0.615 0.922  0.410
H13 0.052 1.150 1.414  0.229
H14 0.965 3.096 2.590  0.217
H15 -0.495 4.998 3.180  0.216
H16 -2.896 4.919 2.605  0.217
H17 -3.815 2.975 1.408  0.213
H18 -2.082 2.429 -1.698  0.217
H19 -0.960 3.265 -0.625  0.219
H20 -1.011 4.487 -2.714  0.209
H21 -0.710 3.018 -3.652  0.198
H22 1.371 4.430 -3.293  0.210
H23 1.211 4.118 -1.561  0.199
H24 2.755 2.448 -2.385  0.219
H25 1.753 2.111 -3.791  0.211

Q: E_HOMO of number 2 (C21H25GeN4O2SScSe)?
A: -0.5352 hartree

Q: Among the records above, which one has the lowest lowest unoccupied orbital energy?
A: C21H25GeN4O2SScSe